(1)
This record from the OMol25 dataset describes one molecule with the formula C24H28ClN5O3. The level of theory is ωB97M-V with the def2-TZVPD basis set.

The geometry in XYZ format:
```
61
Properties=species:S:1:pos:R:3:forces:R:3
O -0.98406 3.10435 1.57126 -0.099 0.196 -0.346
C -0.58615 2.54973 2.57790 0.254 0.132 0.673
C 0.72740 2.93206 3.24317 0.024 -0.012 -0.369
C 1.88458 2.31170 2.44330 0.103 -0.081 0.346
N 1.76922 2.67641 1.04079 0.259 0.012 0.126
C 1.11215 1.78669 0.21665 0.037 -0.153 -0.408
O 0.79089 0.67159 0.57259 -0.044 -0.175 0.126
N 0.88389 2.21414 -1.06032 -0.210 -0.205 -0.209
C 1.19964 3.46333 -1.53602 0.285 0.546 0.129
C 0.88633 3.84910 -2.83797 -0.008 -0.040 0.021
C 1.23494 5.10850 -3.28007 -0.013 -0.100 0.080
C 1.89601 5.99881 -2.44000 0.058 0.124 0.018
C 2.20525 5.62448 -1.15048 -0.050 -0.183 0.020
C 1.86351 4.35413 -0.68788 -0.160 0.075 -0.375
C 2.16009 3.96482 0.69183 0.038 -0.063 -0.104
O 2.71059 4.68126 1.49999 -0.010 0.101 0.059
N -1.26062 1.55187 3.18677 -0.197 -0.284 0.299
C -2.39659 0.91154 2.55890 -0.032 -0.198 -0.194
C -1.97928 -0.38560 1.86703 -0.256 0.091 -0.240
C -3.07668 -0.91801 0.93361 0.137 0.073 0.284
N -2.67069 -1.96237 0.01702 -0.051 -0.091 -0.092
C -2.19195 -3.17307 0.65692 -0.105 -0.206 -0.178
C -2.08031 -4.26154 -0.41567 0.014 -0.023 0.362
N -1.16691 -3.87227 -1.46771 -0.355 -0.102 -0.083
C 0.18301 -4.15089 -1.38129 0.478 -0.242 -0.036
C 1.02752 -3.90236 -2.47426 -0.069 0.141 -0.050
C 2.36401 -4.23632 -2.43771 -0.012 0.017 0.085
C 2.92326 -4.84148 -1.32364 0.048 -0.063 0.123
C 2.09300 -5.09919 -0.24888 0.081 0.084 -0.269
Cl 2.74625 -5.85466 1.16824 0.070 -0.078 0.155
C 0.75281 -4.76398 -0.25829 -0.179 0.048 0.022
C -1.62385 -2.63718 -2.07062 0.052 0.447 -0.009
C -1.73811 -1.53419 -1.00950 -0.021 -0.163 -0.238
H 0.83101 4.01763 3.21058 -0.077 -0.069 0.058
H 0.77226 2.59368 4.27756 0.013 0.006 0.036
H 1.86119 1.22191 2.50168 0.064 0.187 -0.007
H 2.83829 2.69350 2.81299 -0.144 -0.105 -0.049
H 0.37233 1.57295 -1.65153 0.114 0.034 0.219
H 0.37046 3.15886 -3.48905 -0.054 -0.072 -0.080
H 0.98958 5.40464 -4.28897 -0.028 0.006 -0.083
H 2.16137 6.98086 -2.79902 0.026 0.085 -0.021
H 2.71144 6.29254 -0.47090 0.037 0.055 0.061
H -0.81045 1.04390 3.93192 0.061 0.169 -0.042
H -2.77897 1.62254 1.82308 -0.045 -0.077 0.111
H -3.16736 0.72750 3.31312 -0.011 0.069 -0.084
H -1.08032 -0.17696 1.28542 -0.022 -0.035 0.079
H -1.73217 -1.13865 2.61897 0.088 -0.037 0.027
H -3.90821 -1.31063 1.52810 -0.061 0.081 -0.039
H -3.45999 -0.09204 0.32756 -0.056 0.022 0.044
H -2.91278 -3.47423 1.42040 0.029 -0.019 0.050
H -1.20728 -3.02855 1.13204 -0.043 -0.021 0.054
H -1.77900 -5.21622 0.01291 -0.019 -0.001 -0.029
H -3.06467 -4.38981 -0.87819 0.036 -0.030 0.100
H 0.62800 -3.46479 -3.37555 -0.057 0.014 -0.066
H 2.98518 -4.03287 -3.29743 0.038 0.014 -0.080
H 3.96705 -5.10680 -1.29261 0.089 -0.042 0.035
H 0.16964 -4.97640 0.62193 -0.054 0.003 0.068
H -0.94516 -2.31632 -2.85780 -0.053 -0.042 -0.009
H -2.61131 -2.81862 -2.50650 0.060 0.070 -0.035
H -2.12730 -0.62265 -1.46912 0.038 0.051 -0.014
H -0.73198 -1.32637 -0.60724 -0.036 0.060 -0.033
```
Forces are in eV/Å.

Results
Gap between HOMO and LUMO, eV: 8.080
DFT total energy, Ha: -1891.1409
HOMO, eV: -7.67

(2)
This record from the OMol25 dataset describes one molecule with the formula C24H28F2N2O3. The level of theory is ωB97M-V with the def2-TZVPD basis set.

The geometry in XYZ format:
```
59
Properties=species:S:1:pos:R:3:forces:R:3
O -4.55422 0.00395 -2.40215 0.069 -0.002 -0.283
C -4.30792 0.02866 -1.20898 0.032 0.089 0.104
C -3.14586 0.78618 -0.64841 0.156 0.063 -0.171
C -1.85860 0.45113 -1.03597 -0.293 0.012 0.055
C -0.75891 1.15288 -0.57030 0.343 0.063 0.028
C -0.93185 2.23353 0.28958 -0.311 0.029 0.070
O 0.02249 3.02924 0.83732 -0.239 0.042 -0.005
C 1.42253 2.84686 0.66636 0.446 -0.173 -0.112
C 1.94452 1.51604 1.21528 -0.008 0.251 -0.038
C 3.46849 1.45979 1.04319 -0.155 -0.078 0.159
N 3.90882 1.66071 -0.32299 0.201 -0.110 -0.044
C 3.61062 0.56044 -1.23603 -0.054 0.113 -0.037
C 4.10332 -0.75346 -0.69755 -0.345 -0.131 -0.068
C 5.46365 -0.97167 -0.53490 -0.108 -0.115 0.027
C 5.94008 -2.16897 -0.03208 0.129 0.041 -0.006
C 5.04989 -3.16912 0.31220 -0.069 0.075 -0.016
C 3.68643 -2.97626 0.16136 -0.100 -0.204 0.080
C 3.21939 -1.77258 -0.33777 0.032 0.161 -0.075
O 1.85131 -1.48545 -0.51576 1.061 0.281 -0.144
C 0.90926 -2.35539 -0.15549 -1.564 -0.325 0.184
F 0.94977 -2.67666 1.16466 0.195 0.142 0.234
F 0.98436 -3.54223 -0.80899 0.213 -0.096 -0.281
C 3.43867 2.93867 -0.81856 -0.106 0.106 -0.091
C 1.91126 3.10519 -0.76297 -0.012 0.001 0.241
C -2.23687 2.58795 0.65329 0.207 0.048 0.016
C -3.32375 1.87844 0.19566 0.084 -0.127 -0.083
N -5.07000 -0.61839 -0.30184 -0.238 -0.096 0.005
C -4.72777 -0.84204 1.09215 0.315 0.048 0.509
C -5.80330 -1.80794 1.59496 0.072 -0.037 -0.093
C -6.21800 -2.56058 0.33169 -0.027 0.184 0.034
C -6.17626 -1.46136 -0.72313 -0.243 -0.150 -0.350
H -1.71329 -0.37084 -1.72279 0.015 -0.055 -0.093
H 0.21608 0.83979 -0.90413 0.124 0.021 0.009
H 1.83059 3.64726 1.30150 -0.005 -0.157 -0.126
H 1.49314 0.67084 0.70037 -0.032 -0.028 0.020
H 1.68646 1.43617 2.27270 -0.034 -0.030 0.020
H 3.93073 2.24876 1.64525 0.015 -0.051 0.058
H 3.84708 0.49887 1.39651 0.006 0.109 0.092
H 4.14111 0.78062 -2.16904 -0.125 -0.038 0.007
H 2.54218 0.46924 -1.46984 0.081 0.059 -0.068
H 6.14396 -0.17814 -0.80240 0.087 0.115 -0.035
H 7.00157 -2.32160 0.08849 0.100 -0.011 0.005
H 5.40777 -4.10925 0.70259 0.027 -0.086 0.035
H 3.01106 -3.76907 0.43909 -0.055 0.015 -0.012
H -0.07739 -1.91121 -0.36549 0.408 -0.071 0.047
H 3.90617 3.71417 -0.20350 0.007 0.059 -0.073
H 3.78702 3.06452 -1.84628 0.027 0.072 0.038
H 1.64009 4.12042 -1.05701 -0.034 0.005 -0.038
H 1.43796 2.42437 -1.46862 -0.039 0.005 -0.029
H -2.36395 3.44059 1.30186 -0.015 0.100 0.068
H -4.32062 2.18701 0.47496 -0.103 0.015 0.067
H -4.72295 0.09291 1.65690 0.048 -0.122 0.016
H -3.72813 -1.28732 1.16730 -0.076 0.065 0.065
H -5.42899 -2.46433 2.37763 -0.011 0.041 0.072
H -6.65328 -1.24832 1.98675 -0.021 0.009 0.043
H -7.20047 -3.01895 0.41703 -0.013 -0.066 -0.028
H -5.48693 -3.33527 0.09753 0.009 -0.040 -0.033
H -5.99338 -1.81974 -1.73757 -0.079 0.054 0.094
H -7.10514 -0.87911 -0.72365 0.003 -0.094 -0.068
```
Forces are in eV/Å.

Results
Gap between HOMO and LUMO, eV: 9.132
DFT total energy, Ha: -1466.3205
HOMO, eV: -8.47

(3)
This record from the OMol25 dataset describes a 4-piece molecular cluster, C24H28FN4O9P overall. The level of theory is ωB97M-V with the def2-TZVPD basis set.

The geometry in XYZ format:
```
67
Properties=species:S:1:pos:R:3:forces:R:3
C 1.12177 1.21114 -1.71743 0.082 -0.119 -0.299
C 0.38782 2.52771 -2.03298 0.374 -0.374 -0.205
C 1.34630 3.72529 -2.06916 0.087 0.052 0.219
C 0.75868 5.04933 -2.62099 0.058 -0.037 -0.114
C 1.17456 6.28840 -1.80052 0.166 0.263 -0.074
N 0.05237 6.87566 -1.04337 -0.188 -0.396 0.264
O -0.45717 2.46904 -3.23269 -0.425 0.238 0.317
C 0.01973 2.56725 -4.46264 1.822 -1.582 3.036
O -0.47910 3.03793 -5.37933 -1.524 1.285 -2.694
F 1.23174 1.96410 -4.51055 0.261 0.074 -0.344
P -0.84500 2.68542 -0.68538 -0.501 -0.796 0.112
O -1.73609 1.51135 -0.45500 0.299 0.513 -0.186
H 1.46155 1.21306 -0.66924 -0.187 0.038 -0.300
H 0.44907 0.34644 -1.85877 0.308 0.419 0.088
H 2.01768 1.10558 -2.34672 -0.370 -0.006 0.122
H 1.68827 3.86910 -1.02755 -0.088 -0.037 -0.316
H 2.25006 3.44059 -2.63541 -0.348 0.055 0.195
H 1.08242 5.18325 -3.66730 -0.158 -0.103 0.381
H -0.34022 4.98878 -2.65993 0.279 0.094 -0.019
H 1.99975 6.01651 -1.12336 -0.135 0.042 -0.212
H 1.56914 7.06147 -2.48229 -0.144 -0.261 0.246
H 0.31568 7.12803 -0.09316 0.066 0.008 -0.318
H -0.71170 6.20834 -0.94783 0.217 0.169 -0.076
H 0.03156 2.96284 0.36396 -0.005 0.243 0.184
H -1.51483 3.88975 -0.95885 0.014 0.095 0.044
O 3.65448 2.28928 2.49239 -0.299 -0.060 0.055
N 2.46729 2.47446 2.66785 0.205 0.326 -0.258
O 1.74982 3.08194 1.88402 0.103 -0.209 0.207
C 1.86221 1.97979 3.91556 0.055 -0.031 -0.148
C 2.67488 1.32998 4.82415 0.021 -0.069 0.061
C 2.10428 0.86156 5.99634 -0.014 -0.005 0.005
C 0.74932 1.04656 6.23455 -0.030 0.029 -0.034
C -0.04552 1.70204 5.30132 0.009 -0.028 0.053
C 0.51113 2.17869 4.12619 -0.083 -0.049 0.005
H 3.72337 1.18997 4.60987 -0.006 0.016 -0.032
H 2.71969 0.34576 6.72047 -0.003 0.002 0.007
H 0.30887 0.67623 7.15102 -0.002 -0.001 -0.008
H -1.10258 1.83998 5.48530 0.014 -0.004 0.009
H -0.08783 2.68154 3.38269 0.028 0.013 -0.029
O 0.80537 -0.29646 1.21000 0.078 0.017 0.245
N 0.76439 -1.39067 1.74506 0.209 -0.142 -0.203
O 1.69266 -1.90073 2.34252 -0.170 0.173 0.041
C -0.47891 -2.16822 1.60310 0.044 0.050 0.046
C -1.52172 -1.59840 0.89963 -0.117 0.177 -0.172
C -2.67713 -2.34258 0.72137 -0.003 -0.081 0.077
C -2.76976 -3.62237 1.25490 0.045 0.019 -0.014
C -1.70857 -4.16516 1.97140 -0.020 0.001 -0.059
C -0.54320 -3.43623 2.15064 -0.033 -0.122 0.013
H -1.43367 -0.59763 0.49279 0.006 -0.011 0.010
H -3.50187 -1.91535 0.16744 -0.004 -0.006 -0.001
H -3.67168 -4.20283 1.10937 -0.004 -0.003 0.010
H -1.78192 -5.16439 2.37931 0.005 0.000 0.005
H 0.29720 -3.84713 2.68970 0.031 0.047 -0.025
O -0.83917 -7.72561 -0.21002 0.111 0.158 -0.054
N -0.32386 -6.71131 -0.64233 -0.020 0.067 0.087
O 0.63159 -6.14881 -0.14295 -0.108 -0.160 -0.010
C -0.91323 -6.10142 -1.85180 0.030 -0.025 0.091
C -2.02004 -6.69877 -2.42494 -0.036 0.005 -0.055
C -2.57798 -6.10572 -3.54684 0.010 0.018 0.000
C -2.02756 -4.94186 -4.06882 0.019 -0.019 0.043
C -0.91283 -4.36472 -3.47366 -0.017 -0.010 -0.004
C -0.34318 -4.94510 -2.35125 -0.025 0.051 -0.044
H -2.42793 -7.60266 -1.99811 0.019 0.005 0.020
H -3.44543 -6.55399 -4.01186 0.001 0.004 -0.007
H -2.47011 -4.48171 -4.94234 0.003 -0.001 -0.002
H -0.48519 -3.45885 -3.88149 -0.008 0.000 -0.003
H 0.52027 -4.51546 -1.86604 -0.007 -0.017 0.020
```
Forces are in eV/Å.

Results
Gap between HOMO and LUMO, eV: 8.829
DFT total energy, Ha: -2268.4846
HOMO, eV: -9.46

(4)
This record from the OMol25 dataset describes C24H28GeN6NiO7P3 as an isolated structure. The level of theory is ωB97M-V with the def2-TZVPD basis set.

The geometry in XYZ format:
```
70
Properties=species:S:1:pos:R:3:forces:R:3
Ni 1.17328 0.38519 -0.17063 -2.069 -1.260 -1.437
C 6.56175 0.32922 -0.73849 0.664 0.947 -0.137
N 5.13807 0.39103 -1.01381 -3.120 -0.650 -0.510
C 4.63361 0.17296 -2.28598 0.083 1.065 0.034
C 3.29002 0.36085 -2.30628 -0.425 -0.088 1.756
N 2.87971 0.60997 -0.99297 2.370 -0.210 -0.649
C 3.97126 0.57645 -0.20591 1.349 -0.691 -1.005
P 3.94427 -0.07733 1.54401 -0.797 -0.231 -0.705
C 2.83194 -1.59490 1.19516 1.028 1.881 -0.282
N 1.79224 -1.49170 0.35802 0.480 -1.049 0.526
C 1.48203 -2.79604 -0.01891 0.095 0.215 0.826
C 2.33417 -3.61520 0.65691 0.541 -0.529 0.415
N 3.21271 -2.86402 1.44938 -0.851 -0.582 -1.701
C 4.52148 -3.35081 2.00131 -1.923 0.204 -0.169
C 2.58527 0.95206 2.17133 -1.980 -0.371 0.219
N 1.41775 1.23744 1.50349 1.959 0.724 1.440
C 0.56344 1.92234 2.35252 2.804 -1.543 1.408
C 1.20639 1.91954 3.57536 -0.089 -0.628 0.351
N 2.42728 1.21837 3.49909 -0.943 2.391 -1.092
C 3.40371 1.33544 4.61712 0.523 -0.767 -0.447
H 7.09877 0.45008 -1.71643 -0.497 0.350 1.053
H 6.84161 1.09855 0.01740 -0.099 -0.479 -0.816
H 6.87706 -0.62953 -0.38481 -0.078 -0.715 0.448
H 5.20120 0.06600 -3.18473 0.735 -0.169 0.031
H 2.59155 0.20247 -3.11366 -0.021 0.218 0.040
H 0.67125 -3.12610 -0.67604 0.359 0.588 0.212
H 2.38059 -4.68677 0.65482 0.054 -0.174 -0.009
H 4.59205 -2.94993 2.98209 0.472 0.668 0.764
H 4.45634 -4.42331 2.17407 0.094 -0.005 -0.612
H 5.30231 -3.01902 1.33863 0.419 -0.245 -0.034
H -0.40983 2.23900 2.08993 -0.606 0.335 -0.296
H 0.89529 2.26866 4.54626 -0.120 0.168 -0.103
H 3.63189 2.38591 4.81884 -0.539 -0.190 0.206
H 2.96066 0.76914 5.44721 0.304 0.580 -0.005
H 4.40275 0.89572 4.39827 -0.948 -0.059 -0.296
O -1.11663 0.32499 -3.56488 -0.111 -0.209 1.074
P -1.35636 -0.40851 -2.24706 -1.595 -0.337 -2.465
O -2.85089 -0.27052 -1.72465 1.673 -0.075 -0.213
O -0.55937 0.08155 -1.07188 1.988 0.005 0.988
O -1.13695 -2.02096 -2.57255 0.766 0.935 -0.235
P -0.05728 -2.40328 -3.84162 -1.222 1.719 0.491
O -0.98505 -2.29644 -5.13183 0.505 0.476 0.490
O 0.68548 -3.61716 -3.62520 0.124 -1.371 0.497
O 0.80752 -1.12159 -3.88618 -0.426 1.534 -1.025
H 0.09002 -0.24575 -4.06520 0.452 -1.399 0.969
H -1.44005 -3.08048 -5.42006 -0.199 -0.640 -0.039
Ge -3.03941 0.64167 -0.12065 -1.711 0.602 -0.263
C -4.46544 -0.49531 0.51848 -0.499 -0.374 -0.873
C -4.59415 -1.80934 -0.02343 0.293 0.855 1.351
C -5.40078 -2.70329 0.65592 -0.262 -0.759 -0.674
C -6.17237 -2.25978 1.71875 -1.164 -1.272 0.598
C -6.13048 -0.96558 2.16815 -0.638 0.817 0.324
C -5.34857 -0.03115 1.50080 0.636 -0.356 -0.177
C -3.64810 2.44593 -0.67881 0.472 -0.718 0.133
C -3.61740 2.69992 -2.05467 0.497 0.232 0.106
C -3.79097 4.03303 -2.48993 0.285 -0.965 0.674
C -4.04109 5.00460 -1.52555 -0.210 2.181 -2.178
C -4.23353 4.71111 -0.20043 -0.211 0.578 0.856
C -3.99195 3.44824 0.25200 -0.133 -1.788 0.326
H -1.90510 0.74163 0.93698 -0.171 -0.170 -0.342
H -4.08597 -2.09777 -0.93410 0.297 -0.002 0.267
H -5.43916 -3.75958 0.32808 -0.244 0.783 0.131
H -6.97776 -2.89777 2.15880 1.180 0.212 -0.247
H -6.75255 -0.71004 3.03479 0.104 0.195 -0.584
H -5.45484 1.04808 1.64369 0.305 -0.361 0.535
H -3.34387 1.85126 -2.72186 -0.362 1.032 0.271
H -3.66522 4.28165 -3.53706 -0.117 0.079 0.106
H -4.11032 6.08689 -1.89167 -0.061 -1.648 0.687
H -4.57042 5.45527 0.51384 0.167 0.164 -0.214
H -4.16488 3.17676 1.31640 0.360 0.342 -0.769
```
Forces are in eV/Å.

Results
Spin multiplicity: 3
Charge: +1
Expectation value of S²: 2.005
Gap between HOMO and LUMO (spin up / spin down), eV: 7.103 / 6.964
DFT total energy, Ha: -6395.9261
HOMO (spin up / spin down), eV: -10.51 / -10.51